Entry 1:
Entry from the OMol25 dataset: C2H7NO in the gas phase in a non-equilibrium geometry (the ωB97M-V functional and the def2-TZVPD basis).

```
! RIJCOSX wB97M-V def2-TZVPD def2/J DEFGRID3
* xyz 0 1
O 0.389 0.835 -1.273
H 0.604 0.126 -1.867
C -1.173 -0.556 0.248
C 1.054 0.630 -0.110
N 0.161 -0.262 0.675
H -1.860 -0.076 0.924
H -1.450 -1.640 0.552
H -1.372 -0.421 -0.822
H 1.215 1.585 0.277
H 1.986 -0.005 -0.365
H 0.444 -0.217 1.762
*
```

Summary:
Orbital gap, eV: 9.0
ΔE to the lowest compared entry with this formula, charge and spin, kcal per mole: 46.5
Calculated total energy, eV: -5723.22443
SMILES: CNCO

Entry 2:
Entry from the OMol25 dataset: 17 unconnected molecules or ions with the total composition C39H78Cl24O15 in a non-equilibrium geometry (the ωB97M-V functional and the def2-TZVPD basis).

```
! RIJCOSX wB97M-V def2-TZVPD def2/J DEFGRID3
* xyz 0 1
Cl 1.615 -0.580 -2.072
C 1.578 0.126 -0.431
C 0.281 -0.234 0.301
Cl 0.554 -1.791 1.174
H 1.746 1.192 -0.641
H 2.425 -0.225 0.163
H -0.614 -0.234 -0.264
H 0.161 0.430 1.166
Cl -0.992 -8.354 -2.531
C -0.326 -7.805 -0.964
C 1.191 -7.793 -0.987
Cl 1.830 -6.467 -1.995
H -0.746 -8.497 -0.266
H -0.713 -6.831 -0.746
H 1.679 -8.714 -1.336
H 1.568 -7.636 0.021
Cl -2.114 1.254 -6.364
C -2.952 -0.330 -6.346
C -2.284 -1.401 -5.545
Cl -2.322 -0.926 -3.773
H -3.105 -0.686 -7.366
H -3.965 -0.167 -5.972
H -1.241 -1.506 -5.806
H -2.848 -2.321 -5.622
Cl 3.484 3.115 -1.785
C 2.268 4.212 -1.124
C 2.729 5.625 -1.472
Cl 1.443 6.738 -0.824
H 2.314 4.016 -0.051
H 1.300 4.038 -1.610
H 2.694 5.805 -2.570
H 3.690 5.928 -1.068
Cl 3.441 1.957 -5.995
C 1.969 0.981 -5.858
C 1.053 1.608 -4.834
Cl 0.703 3.352 -5.103
H 2.196 -0.031 -5.462
H 1.552 0.966 -6.853
H 1.510 1.516 -3.840
H 0.091 1.051 -4.748
Cl 6.731 -3.502 -0.586
C 5.271 -4.112 -1.380
C 4.050 -3.712 -0.545
Cl 3.910 -4.535 1.063
H 5.357 -5.199 -1.534
H 5.156 -3.580 -2.289
H 3.116 -3.999 -1.040
H 3.999 -2.636 -0.405
Cl 8.141 4.969 0.110
C 6.922 3.875 0.681
C 5.831 4.685 1.296
Cl 4.491 3.619 1.868
H 7.383 3.170 1.384
H 6.518 3.291 -0.149
H 5.438 5.392 0.528
H 6.094 5.270 2.187
Cl 0.230 -4.809 5.295
C -1.021 -3.891 4.405
C -1.211 -4.547 3.078
Cl -2.125 -6.083 3.352
H -0.768 -2.852 4.163
H -1.958 -4.011 4.946
H -0.270 -4.829 2.650
H -1.716 -3.890 2.363
Cl -2.868 -5.037 -3.705
C -1.277 -4.684 -2.959
C -1.403 -4.025 -1.558
Cl -2.584 -4.858 -0.432
H -0.884 -3.984 -3.670
H -0.768 -5.646 -2.988
H -1.628 -2.984 -1.736
H -0.442 -4.027 -1.057
Cl 0.272 -1.445 -7.976
C 1.343 -2.871 -7.692
C 0.892 -3.619 -6.481
Cl 1.140 -2.652 -4.980
H 2.331 -2.409 -7.528
H 1.300 -3.513 -8.569
H 1.451 -4.542 -6.333
H -0.180 -3.795 -6.519
Cl 4.990 0.075 -0.379
C 6.224 0.327 -1.659
C 5.562 0.453 -3.005
Cl 4.947 -1.121 -3.622
H 6.873 -0.558 -1.665
H 6.794 1.217 -1.478
H 6.194 0.797 -3.820
H 4.775 1.196 -3.031
Cl -0.998 2.689 -1.294
C -2.533 2.535 -2.199
C -3.550 3.576 -1.920
Cl -2.902 5.206 -2.319
H -2.936 1.527 -1.928
H -2.293 2.600 -3.263
H -3.818 3.636 -0.873
H -4.451 3.445 -2.532
C 1.271 4.239 3.449
O -0.189 4.247 3.660
C -0.588 4.098 4.964
O 0.114 3.576 5.807
O -1.848 4.557 5.154
C -2.446 4.402 6.456
H 1.390 4.813 2.549
H 1.633 3.242 3.315
H 1.726 4.745 4.284
H -2.419 3.330 6.687
H -3.477 4.743 6.317
H -1.939 4.988 7.259
C -5.816 5.919 -0.106
O -4.590 5.372 0.446
C -4.456 5.449 1.739
O -5.362 5.887 2.441
O -3.362 4.993 2.258
C -2.421 4.519 1.270
H -5.908 5.680 -1.152
H -5.862 7.015 -0.125
H -6.776 5.602 0.304
H -2.468 3.428 1.106
H -1.465 4.770 1.758
H -2.491 5.062 0.336
C -1.918 1.006 3.711
O -3.219 0.595 4.159
C -3.267 -0.536 4.907
O -2.348 -1.302 4.942
O -4.472 -0.704 5.483
C -4.677 -1.851 6.288
H -1.258 1.320 4.514
H -2.085 1.889 3.051
H -1.396 0.229 3.097
H -3.906 -1.943 7.068
H -4.605 -2.698 5.591
H -5.707 -1.801 6.675
C -4.312 -2.432 2.454
O -3.262 -1.599 1.878
C -3.623 -0.915 0.780
O -2.841 -0.111 0.311
O -4.822 -1.154 0.301
C -5.184 -0.379 -0.891
H -4.589 -3.247 1.758
H -5.111 -1.712 2.700
H -3.873 -2.748 3.398
H -5.096 0.687 -0.703
H -6.209 -0.650 -1.014
H -4.533 -0.744 -1.690
C 1.080 -1.175 5.582
O 1.136 0.023 4.745
C 2.081 0.036 3.805
O 1.918 0.762 2.868
O 3.019 -0.911 3.927
C 3.805 -1.208 2.683
H 0.030 -1.281 5.853
H 1.664 -0.984 6.450
H 1.419 -2.049 5.020
H 3.881 -0.412 1.959
H 3.286 -2.071 2.246
H 4.762 -1.584 3.049
*
```

Summary:
Orbital gap, eV: 10.2
Calculated total energy, eV: -372961.61936

Values of lowest unoccupied orbital energy, in order: 0.94; 0.14, all in eV.